9
Properties=species:S:1:pos:R:3 method="wB97M-V/def2-TZVPD" homo_ev=-9.045 e_above_lowest_kj_mol=85.0
O 2.30957 -0.22214 0.10574
C 1.53694 -0.89181 0.73575
N 0.27561 -1.28738 0.31856
S -0.40369 -0.71827 -1.12868
C -1.10415 0.79080 -0.61178
S -1.02369 1.54862 0.81865
H 1.68991 -1.25839 1.75976
H -0.26913 -1.91713 0.88750
H -1.58532 1.28467 -1.50641